(1)
ORCA calculation (ωB97M-V with the def2-TZVPD basis set) on C21H25N2SV as an isolated structure.

Properties
Lowest unoccupied orbital energy (spin up / spin down) ... -3.25 / -3.25 eV
HOMO energy (spin up / spin down) ... -9.667 / -11.364 eV
HOMO-LUMO gap (spin up / spin down) ... 6.417 / 8.110 eV
Expectation value of S² ... 0.757
Total energy ... -61678.599 eV
Net charge ... +1
2S+1 ... 2

```
50
Properties=species:S:1:pos:R:3:forces:R:3
C -0.366808 0.656614 -4.093773 0.1 -0.1 0.0
C 0.206668 2.007620 -4.004865 0.2 0.5 0.1
C 0.432924 -0.408267 -4.737000 0.2 -0.3 -0.2
C -1.831877 0.527222 -4.098382 -0.6 0.0 0.0
H 0.401455 -0.324460 -5.837420 0.0 0.0 0.1
H 0.062762 -1.410987 -4.491059 0.0 0.1 -0.1
H 1.489463 -0.357608 -4.450267 -0.1 0.0 -0.2
H 0.181358 2.508272 -4.988681 0.0 0.0 0.1
H 1.253633 1.993478 -3.684358 0.0 0.0 -0.1
H -0.361257 2.639389 -3.311395 0.1 0.0 -0.1
H -2.250842 0.698839 -5.104767 0.0 0.0 0.1
H -2.294334 1.260681 -3.429351 0.0 0.0 -0.2
H -2.156416 -0.471926 -3.790892 -0.1 0.1 -0.1
C 2.344050 0.100189 0.777358 0.3 -0.1 -1.2
C 2.203446 -0.714389 -0.392042 0.6 0.7 0.2
C 1.654295 0.118299 -1.429691 0.2 0.3 0.4
H 2.568646 -1.734607 -0.520798 -0.2 0.4 0.1
C 1.427218 1.436346 -0.875493 0.1 -0.3 -0.1
C 1.878560 1.411140 0.475590 -0.2 -0.5 -0.7
H 1.910022 2.273489 1.144149 -0.3 -0.4 -0.1
H 2.844141 -0.213665 1.694319 -0.5 0.1 -0.2
H 1.546891 -0.153401 -2.475333 -0.1 0.1 0.5
H 1.084081 2.308190 -1.435347 0.1 -0.4 0.3
C -2.217158 -0.883630 0.319743 0.6 0.0 -0.7
C -1.372113 -1.985785 0.628790 0.1 -0.3 -1.2
C -0.529761 -2.248085 -0.498325 -0.9 -0.2 0.2
H -1.432481 -2.617534 1.514226 0.2 0.5 -0.1
C -0.875704 -1.300525 -1.520952 -0.5 0.0 0.3
C -1.906350 -0.424095 -0.991743 0.2 -0.3 -0.2
H -2.420552 0.360626 -1.546394 0.2 -0.4 0.3
H -3.009377 -0.479861 0.952233 0.5 0.0 -0.1
H 0.152801 -3.089762 -0.623324 -0.2 0.4 0.2
H -0.521267 -1.315613 -2.545907 0.0 0.1 0.4
V 0.099765 -0.188075 0.005418 -0.2 0.3 2.5
N 0.872527 -1.857580 2.980462 0.0 0.0 0.0
C 0.235573 -0.682367 3.131504 -0.5 1.1 -0.8
N -0.162631 0.133603 2.140123 0.4 -1.1 1.3
C -0.791986 1.290776 2.655640 0.3 -0.3 0.5
C -1.302954 2.358376 1.907788 0.0 -0.1 0.3
C -1.854386 3.447206 2.593377 0.2 -0.4 -0.1
C -1.899122 3.466248 3.992367 0.1 -0.3 0.2
C -1.393646 2.394850 4.741981 0.0 0.0 -0.2
C -0.839617 1.310617 4.065416 -0.2 0.4 -0.2
S -0.109159 -0.142772 4.767612 -0.3 0.6 -1.0
H 1.114153 -2.370599 3.820051 0.0 0.0 -0.4
H 1.110651 -2.242645 2.071277 -0.2 0.3 0.3
H -1.261424 2.323452 0.814632 0.0 0.1 0.3
H -2.250779 4.287712 2.026382 0.1 -0.2 0.2
H -2.332480 4.325014 4.505687 0.1 -0.3 -0.1
H -1.414002 2.379892 5.830234 -0.1 0.2 -0.2
```
Forces are in eV/Å.

(2)
ORCA calculation (ωB97M-V with the def2-TZVPD basis set) on C21H25N3O2S in the gas phase.

Properties
Lowest unoccupied orbital energy ... 0.50 eV
HOMO energy ... -7.884 eV
Energy relative to the best compared isomer or geometry (same formula, charge and spin) ... 29.2 kcal/mol
HOMO-LUMO gap ... 8.386 eV
Total energy ... -41583.773 eV
Structure (SMILES) ... CCOC(=O)c1ccc(NC(=S)N2CCN(Cc3ccccc3)CC2)cc1

```
52
Properties=species:S:1:pos:R:3:forces:R:3
C -6.813309 -1.290664 -3.942798 0.3 -0.1 0.3
C -6.367680 -1.978849 -2.660216 -0.4 -0.3 -0.3
H -6.274142 -3.057647 -2.824423 -0.1 0.2 0.1
H -7.068285 -1.785134 -1.844899 0.1 -0.1 -0.1
O -5.116425 -1.470902 -2.202038 0.2 0.2 0.1
C -4.012008 -1.987053 -2.765835 -0.1 -0.2 -0.1
O -4.035827 -2.862279 -3.598889 0.0 0.1 0.1
C -2.773501 -1.376365 -2.240938 0.2 0.1 0.1
C -1.548051 -1.836154 -2.724670 -0.3 0.1 0.0
C -0.368368 -1.299214 -2.264413 0.0 0.1 0.1
C -0.382957 -0.288607 -1.298401 -0.4 -0.1 0.0
C -1.610879 0.190286 -0.834332 0.3 0.1 0.0
C -2.790210 -0.349908 -1.299087 -0.1 -0.2 -0.2
H -3.735403 0.028697 -0.943868 -0.1 0.0 0.0
H -1.631796 1.009293 -0.131925 0.0 0.1 0.1
N 0.830044 0.213500 -0.845992 0.2 -0.6 -0.1
C 1.011042 1.185677 0.128473 0.2 0.5 0.0
N 0.572845 0.948800 1.373524 0.0 -0.1 -0.3
C 0.766432 1.962353 2.392641 0.1 0.3 0.4
C 0.800731 1.320851 3.790069 -0.2 0.0 -0.1
N 1.418385 0.020446 3.814594 0.1 0.0 0.0
C 0.692582 -0.921775 2.990220 -0.2 -0.1 0.1
C -0.069696 -0.266609 1.813709 0.0 -0.4 0.2
H -1.090583 -0.022497 2.132374 0.0 -0.1 -0.1
H -0.131012 -0.975468 0.991125 -0.1 0.1 0.1
H 1.382990 -1.674647 2.613018 0.0 0.0 0.0
H -0.046613 -1.436162 3.620576 0.0 -0.1 -0.2
C 2.870275 -0.028931 3.757068 0.0 -0.1 0.1
C 3.552099 0.394840 2.473716 0.1 0.1 0.1
C 4.143192 1.649264 2.377148 0.0 -0.1 0.0
C 4.795475 2.040811 1.222149 0.1 0.0 0.0
C 4.863282 1.181904 0.139225 0.1 0.0 0.0
C 4.279092 -0.069252 0.222450 0.0 -0.1 -0.1
C 3.635125 -0.461811 1.382634 0.0 0.0 0.0
H 3.208169 -1.453620 1.437690 0.0 -0.1 0.0
H 4.331534 -0.749056 -0.616448 0.0 -0.1 -0.1
H 5.365521 1.488994 -0.765570 0.0 0.0 -0.1
H 5.245594 3.020356 1.164070 0.0 0.1 0.0
H 4.098019 2.325017 3.220859 0.0 0.1 0.1
H 3.230003 0.603159 4.574482 0.1 -0.1 0.0
H 3.152845 -1.061512 3.987313 0.1 0.1 0.0
H 1.333008 1.984010 4.473828 -0.1 0.1 0.0
H -0.219829 1.196343 4.168390 0.0 0.1 0.1
H -0.037148 2.707683 2.335285 0.1 0.0 0.0
H 1.709433 2.470229 2.176588 -0.3 -0.1 0.1
S 1.815616 2.568174 -0.291686 0.0 0.4 -0.3
H 1.552033 0.254801 -1.555290 -0.1 0.2 0.2
H 0.579059 -1.652714 -2.643895 0.1 -0.1 0.0
H -1.548295 -2.620246 -3.466278 0.0 -0.1 -0.1
H -6.110172 -1.509355 -4.742652 0.0 0.0 -0.1
H -7.796474 -1.653309 -4.228747 -0.1 0.0 -0.1
H -6.858610 -0.214012 -3.796366 -0.1 0.1 0.0
```
Forces are in eV/Å.

(3)
ORCA calculation (ωB97M-V with the def2-TZVPD basis set) on C21H25N3O4 in the gas phase.

Properties
Lowest unoccupied orbital energy ... 0.43 eV
HOMO energy ... -7.501 eV
Energy relative to the best compared isomer or geometry (same formula, charge and spin) ... 38.2 kcal/mol
HOMO-LUMO gap ... 7.933 eV
Total energy ... -34844.152 eV
Structure (SMILES) ... COc1ccc(NC(=O)N2CCC[C@@H](C(=O)Nc3ccccc3OC)C2)cc1

```
53
Properties=species:S:1:pos:R:3:forces:R:3
C -5.596633 1.315803 0.861460 -0.1 0.1 0.0
O -4.846438 0.146262 0.658941 0.2 -0.2 -0.1
C -3.512381 0.170043 0.955707 0.1 0.0 0.1
C -2.814594 -1.016263 0.727873 -0.2 0.2 0.1
C -1.462495 -1.102155 0.966654 0.0 0.0 0.1
C -0.768330 0.005570 1.448632 -0.4 0.1 0.0
C -1.464756 1.181430 1.693881 0.2 -0.3 0.0
C -2.825315 1.270085 1.450477 -0.4 0.0 -0.1
H -3.331375 2.201566 1.654792 -0.1 0.1 0.0
H -0.938224 2.046387 2.075490 0.1 0.1 0.0
N 0.617350 -0.000643 1.621053 0.3 0.3 0.2
C 1.421720 -1.111037 1.787516 0.0 0.4 0.3
O 0.996412 -2.213029 2.050797 -0.2 -0.4 -0.1
N 2.772454 -0.829211 1.718585 0.1 0.0 0.1
C 3.322013 0.155466 0.813980 0.0 0.2 -0.3
H 2.685685 1.039799 0.762603 0.1 0.0 0.0
H 4.291486 0.468754 1.219350 -0.1 0.1 -0.1
C 3.549482 -0.449263 -0.586037 0.2 -0.1 0.1
C 4.503976 -1.641358 -0.453729 -0.2 -0.1 -0.1
C 3.981279 -2.643115 0.575533 0.0 0.1 0.1
H 4.716764 -3.432552 0.733589 0.0 -0.1 0.0
H 3.065016 -3.097426 0.199661 0.1 -0.1 0.0
C 3.678577 -1.952079 1.903008 0.0 -0.4 0.1
H 3.205067 -2.649884 2.593741 0.1 0.1 0.0
H 4.597083 -1.562143 2.355003 0.0 0.0 0.0
H 4.603316 -2.134170 -1.421396 0.1 0.0 0.0
H 5.488110 -1.274522 -0.149796 0.0 0.0 0.0
C 2.231970 -0.886546 -1.244568 0.4 0.5 0.0
O 2.038158 -2.011876 -1.642742 -0.1 -0.3 -0.1
N 1.339106 0.131669 -1.361905 -0.1 0.5 -0.1
C 0.001455 0.080913 -1.770064 -0.1 0.0 -0.1
C -0.601992 -1.045745 -2.303064 0.1 -0.1 -0.1
C -1.938787 -1.011885 -2.664008 -0.1 0.1 0.0
C -2.673651 0.144294 -2.500884 0.0 -0.1 -0.1
C -2.080464 1.281662 -1.972821 0.1 0.2 0.1
C -0.748991 1.259649 -1.601775 0.1 0.0 0.0
O -0.064804 2.325090 -1.056487 0.1 -0.6 -0.1
C -0.759279 3.536015 -0.884787 -0.1 0.3 0.0
H -0.041834 4.229627 -0.447396 -0.1 0.0 0.0
H -1.108828 3.936144 -1.841567 0.0 0.0 0.0
H -1.608221 3.414020 -0.206142 0.0 0.0 0.0
H -2.670982 2.175677 -1.851431 0.0 0.1 0.1
H -3.716160 0.173679 -2.777765 -0.1 0.0 0.0
H -2.401273 -1.896342 -3.073020 0.0 -0.1 0.0
H -0.021122 -1.944318 -2.421509 0.0 0.0 0.0
H 1.605534 1.050381 -1.037415 0.1 -0.2 0.0
H 4.000910 0.315246 -1.230023 0.0 0.0 0.0
H 1.019780 0.902596 1.818120 0.0 -0.2 -0.1
H -0.935500 -2.023153 0.785970 0.0 -0.1 0.0
H -3.360522 -1.864714 0.348964 -0.1 -0.1 -0.1
H -5.229570 2.143339 0.243973 0.0 0.0 0.0
H -6.614496 1.070760 0.561659 0.0 0.1 0.0
H -5.595685 1.621502 1.913320 0.0 0.0 0.0
```
Forces are in eV/Å.

(4)
ORCA calculation (ωB97M-V with the def2-TZVPD basis set) on C21H25N5O2S in the gas phase.

Properties
Lowest unoccupied orbital energy ... 0.65 eV
HOMO energy ... -8.356 eV
Energy relative to the best compared isomer or geometry (same formula, charge and spin) ... 32.5 kcal/mol
HOMO-LUMO gap ... 9.010 eV
Total energy ... -44563.986 eV
Structure (SMILES) ... CCc1ccc(O[C@H](C)c2nnc(SCC(=O)Nc3ncccc3C)n2C)cc1

```
54
Properties=species:S:1:pos:R:3:forces:R:3
C -5.865311 -2.781321 1.044647 0.0 0.1 0.2
H -6.435602 -3.467138 1.667001 -0.1 -0.1 0.0
H -5.113989 -3.348756 0.499998 0.0 -0.1 -0.1
H -6.538647 -2.325369 0.322164 -0.1 0.0 -0.1
C -5.198410 -1.704705 1.903416 -0.1 -0.1 -0.2
C -4.413343 -0.757334 1.042022 0.0 0.0 0.2
C -3.074507 -0.985999 0.765313 -0.2 0.1 0.0
C -2.352413 -0.148174 -0.068170 0.3 0.1 -0.2
C -2.975266 0.946484 -0.651556 -0.3 0.0 0.1
C -4.319410 1.189805 -0.373557 0.2 0.1 -0.1
C -5.023959 0.347749 0.460084 0.1 0.0 0.0
H -6.065508 0.551520 0.663086 -0.1 0.0 0.0
H -4.789670 2.049328 -0.825584 -0.1 0.1 -0.1
O -2.380310 1.873266 -1.472101 -0.2 0.0 0.1
C -1.110494 1.628146 -2.054752 0.2 -0.1 -0.5
C -0.011585 1.478209 -1.051380 0.1 0.2 0.1
N 0.949118 0.598777 -1.114487 -0.7 -0.2 -0.9
N 1.784787 0.804476 -0.082188 0.5 0.4 0.6
C 1.315168 1.811527 0.603667 -0.1 0.1 -0.1
N 0.172907 2.294146 0.031287 0.5 -0.6 -0.2
C -0.615965 3.388488 0.519534 -0.3 0.4 0.2
H 0.003634 4.284638 0.587346 -0.1 0.0 0.0
H -1.451008 3.562109 -0.155051 0.1 0.0 0.1
H -0.995976 3.151295 1.515373 -0.1 0.0 -0.1
S 1.975600 2.485913 2.055338 0.1 0.3 0.4
C 3.311246 1.286523 2.348652 -0.4 0.3 -0.4
C 2.730322 -0.110579 2.334456 0.1 -0.1 0.1
O 1.806690 -0.442264 3.043960 -0.1 0.0 0.1
N 3.274337 -1.000261 1.457597 0.1 -1.0 0.0
C 4.232906 -0.832187 0.462798 0.4 0.1 -0.4
N 5.256811 -0.033275 0.719080 -0.1 -0.2 0.3
C 6.204105 0.109626 -0.194389 0.1 0.0 -0.3
C 6.187124 -0.552800 -1.405812 0.0 0.0 0.0
C 5.106114 -1.380619 -1.678538 0.0 0.1 0.3
C 4.095112 -1.538127 -0.746190 0.1 0.1 0.0
C 2.879259 -2.357321 -1.035436 0.0 0.1 0.0
H 2.941360 -2.784898 -2.032835 0.0 -0.1 0.0
H 2.000426 -1.715183 -0.985825 -0.1 0.0 0.0
H 2.763984 -3.173263 -0.320951 -0.1 -0.1 0.0
H 5.042310 -1.895240 -2.627015 0.0 -0.1 -0.1
H 6.982357 -0.420326 -2.121917 0.1 0.0 0.0
H 7.005032 0.784571 0.075955 0.1 0.0 -0.1
H 2.729309 -1.851075 1.383221 0.0 0.2 0.1
H 4.090239 1.413325 1.600697 -0.1 0.1 0.3
H 3.690491 1.523404 3.342297 0.0 0.0 0.0
C -1.122065 0.462750 -3.042206 -0.1 0.3 0.2
H -0.138351 0.365754 -3.489761 0.1 -0.1 -0.1
H -1.862851 0.652202 -3.814905 0.0 0.0 0.0
H -1.368365 -0.467059 -2.538844 0.0 -0.1 0.0
H -0.920892 2.559233 -2.612333 -0.1 -0.2 0.1
H -1.310345 -0.360350 -0.245611 0.1 0.0 0.0
H -2.573651 -1.832471 1.212476 0.1 -0.1 0.1
H -4.536018 -2.181364 2.628369 0.0 0.1 0.1
H -5.966841 -1.155820 2.451569 0.1 0.0 0.1
```
Forces are in eV/Å.